This record from the Open Molecules 2025 dataset describes 5 unconnected molecules or ions with the total composition C69H50Br2N2O12S2 in a non-equilibrium geometry. The level of theory is ωB97M-V with the def2-TZVPD basis set.

Geometry as XYZ:
```
137
Properties=species:S:1:pos:R:3:forces:R:3
C 0.5094 -2.0564 3.0393 0.183 -0.126 -0.040
C 0.0683 -1.8945 1.5848 -0.441 0.158 0.081
Br -1.7338 -2.6361 1.3001 0.025 0.006 0.015
C 0.0834 -0.4636 1.0601 -0.057 0.061 0.000
Br -1.0504 0.6768 2.1633 0.017 0.122 -0.035
C 1.5344 0.1381 0.8446 -0.212 0.084 -0.289
N 1.7555 1.3629 1.5532 0.391 -0.230 0.023
O 2.5367 -0.7707 1.3520 0.021 -0.149 0.150
S 2.8920 -1.9340 0.3118 0.204 0.371 -0.160
O 4.2841 -1.8418 0.0382 -0.224 -0.115 0.056
O 2.3087 -3.1643 0.7117 1.123 -0.390 -0.240
O 2.0006 -1.3604 -0.8591 0.055 0.335 -0.231
C 1.8433 0.1001 -0.7163 0.320 -0.425 0.137
C 3.1406 0.7658 -1.2783 -0.113 0.114 -0.141
C 3.8163 1.9522 -0.5871 0.114 0.067 0.236
C 4.8305 2.5960 -1.5328 -0.394 -0.003 -0.059
S 5.5602 4.1250 -0.8889 0.244 0.060 0.244
C 0.6651 0.5230 -1.5680 -0.399 0.247 -0.237
C 0.3013 1.8710 -1.6081 -0.003 -0.149 -0.052
C -0.8017 2.2358 -2.3700 0.046 -0.057 0.030
C -1.4871 1.2591 -3.0820 0.127 -0.131 0.073
C -1.0297 -0.0530 -2.9996 0.001 0.394 0.078
N 0.0139 -0.4080 -2.2546 0.101 -0.179 0.058
H 1.2498 -2.8577 3.1059 -0.157 0.004 0.013
H -0.3277 -2.2990 3.6925 0.054 0.111 -0.002
H 0.9899 -1.1444 3.4022 -0.137 -0.055 -0.003
H 0.6548 -2.5205 0.9150 -0.662 0.371 0.403
H -0.4238 -0.4507 0.1043 -0.051 -0.096 0.050
H 2.7420 1.4433 1.7704 -0.056 0.021 -0.053
H 1.4805 2.1777 1.0228 -0.276 -0.052 0.095
H 2.8896 1.0858 -2.2960 0.017 -0.110 0.100
H 3.8805 -0.0230 -1.3874 0.044 -0.020 0.012
H 3.1010 2.7277 -0.2931 0.026 -0.102 -0.083
H 4.3359 1.6225 0.3191 -0.084 0.084 -0.049
H 5.6672 1.9188 -1.7158 -0.103 0.010 -0.111
H 4.3302 2.8338 -2.4752 0.188 -0.115 -0.022
H 4.5640 4.4870 -0.0743 -0.117 -0.013 -0.023
H 0.8730 2.6211 -1.0704 -0.080 -0.045 -0.057
H -1.1146 3.2737 -2.4049 0.014 -0.093 -0.017
H -2.3518 1.4956 -3.6905 0.082 0.031 0.064
H -1.5248 -0.8481 -3.5496 0.069 0.037 0.073
C 7.6704 8.0885 -2.1876 -0.023 0.015 -0.016
C 8.3250 9.1884 -2.7327 0.002 0.003 -0.016
C 8.0451 9.5935 -4.0269 0.030 0.000 0.058
C 7.1154 8.8940 -4.7873 -0.014 0.001 -0.024
C 6.4649 7.7859 -4.2432 0.001 -0.043 -0.043
C 6.7396 7.3917 -2.9394 0.048 -0.022 0.072
C 5.4914 6.9873 -5.0439 0.013 0.012 -0.021
O 4.9217 6.0284 -4.5679 0.002 -0.006 0.007
C 5.2542 7.4071 -6.4553 0.013 0.004 0.029
C 4.3908 6.6554 -7.2430 -0.029 -0.003 -0.056
C 4.1481 7.0300 -8.5534 0.003 -0.003 0.011
C 4.7622 8.1602 -9.0820 0.009 0.009 0.009
C 5.6251 8.9117 -8.3028 -0.031 -0.016 -0.055
C 5.8782 8.5360 -6.9891 0.024 0.001 0.027
C 6.8313 9.3499 -6.1794 -0.007 -0.024 -0.004
O 7.3603 10.3394 -6.6368 -0.001 -0.002 0.005
H 7.8881 7.7752 -1.1746 0.003 0.002 0.002
H 9.0551 9.7297 -2.1454 -0.003 0.002 0.005
H 8.5417 10.4476 -4.4663 -0.019 0.002 -0.023
H 6.2234 6.5319 -2.5345 -0.032 -0.039 -0.011
H 3.9208 5.7811 -6.8142 0.010 0.005 0.028
H 3.4791 6.4411 -9.1670 -0.003 0.003 -0.002
H 4.5682 8.4525 -10.1056 0.000 -0.004 -0.002
H 6.1150 9.7910 -8.6977 0.018 0.003 0.023
C 7.7877 3.3027 -3.6913 -0.005 0.095 -0.064
C 8.5253 4.3134 -4.2999 0.000 0.015 -0.021
C 9.0660 4.1181 -5.5588 -0.031 0.035 0.046
C 8.8739 2.9076 -6.2152 -0.004 -0.016 -0.029
C 8.1405 1.8916 -5.6011 0.025 -0.014 -0.013
C 7.5953 2.0957 -4.3389 -0.026 0.023 0.061
C 7.9319 0.5742 -6.2687 0.006 0.024 -0.012
O 7.2800 -0.3010 -5.7411 -0.002 -0.003 0.000
C 8.5576 0.3739 -7.6077 -0.007 0.016 0.019
C 8.4185 -0.8578 -8.2358 0.010 -0.031 -0.058
C 8.9826 -1.0643 -9.4831 -0.007 0.001 0.013
C 9.6835 -0.0404 -10.1112 0.001 0.015 0.005
C 9.8263 1.1883 -9.4894 0.007 -0.044 -0.045
C 9.2683 1.3991 -8.2343 0.003 0.014 0.029
C 9.4525 2.7265 -7.5781 -0.014 -0.013 0.006
O 10.0514 3.6234 -8.1312 0.005 -0.005 0.004
H 7.3571 3.4824 -2.7158 0.057 -0.058 -0.003
H 8.6704 5.2574 -3.7897 -0.006 -0.002 0.000
H 9.6374 4.8940 -6.0501 0.005 -0.013 -0.026
H 7.0246 1.2949 -3.8874 0.014 -0.012 -0.012
H 7.8672 -1.6408 -7.7336 -0.010 0.018 0.022
H 8.8768 -2.0251 -9.9696 -0.001 0.001 -0.005
H 10.1201 -0.2037 -11.0877 0.002 -0.005 0.000
H 10.3696 1.9955 -9.9611 0.000 0.017 0.024
C -6.2868 -1.4597 2.6304 -0.001 -0.009 0.036
C -4.9720 -1.0210 2.7382 -0.003 0.019 -0.031
C -4.2022 -1.3929 3.8262 0.042 0.052 -0.059
C -4.7437 -2.2029 4.8153 0.015 -0.010 0.029
C -6.0681 -2.6336 4.7156 -0.011 -0.008 0.031
C -6.8350 -2.2612 3.6184 0.006 0.018 -0.059
C -6.6862 -3.4837 5.7742 0.039 -0.010 0.011
O -7.8331 -3.8660 5.6845 -0.060 0.007 -0.028
C -5.8420 -3.8438 6.9510 -0.002 0.014 -0.023
C -6.4000 -4.6020 7.9745 -0.024 -0.058 0.064
C -5.6283 -4.9542 9.0691 -0.006 0.005 -0.009
C -4.2976 -4.5588 9.1463 0.005 0.007 -0.008
C -3.7378 -3.8028 8.1309 -0.003 -0.028 0.055
C -4.5079 -3.4388 7.0330 -0.003 0.021 -0.017
C -3.8826 -2.6083 5.9627 -0.018 -0.021 -0.014
O -2.7179 -2.2764 6.0242 -0.001 0.005 0.005
H -6.8844 -1.1754 1.7739 -0.002 0.008 0.003
H -4.5393 -0.3934 1.9695 0.005 -0.018 -0.011
H -3.1746 -1.0664 3.9122 0.009 -0.037 0.020
H -7.8566 -2.6098 3.5542 -0.002 -0.009 0.029
H -7.4338 -4.9152 7.9038 -0.002 0.014 -0.090
H -6.0649 -5.5419 9.8660 0.002 -0.007 -0.001
H -3.6974 -4.8410 10.0015 -0.003 0.000 0.004
H -2.7055 -3.4839 8.1726 -0.002 0.018 -0.025
C -13.2626 -5.8324 3.8618 -0.006 -0.004 0.009
C -11.9542 -5.3773 3.9838 0.007 0.000 0.013
C -11.1779 -5.7655 5.0626 0.043 0.033 -0.036
C -11.7133 -6.6097 6.0287 -0.006 -0.010 0.022
C -13.0318 -7.0548 5.9152 -0.002 -0.008 0.028
C -13.8018 -6.6678 4.8252 -0.001 0.034 -0.052
C -13.6435 -7.9333 6.9532 0.025 0.004 -0.001
O -14.7847 -8.3297 6.8516 -0.002 0.005 0.002
C -12.8001 -8.3034 8.1278 -0.003 0.010 -0.029
C -13.3557 -9.0866 9.1325 0.016 -0.034 0.053
C -12.5900 -9.4527 10.2261 -0.008 0.004 -0.012
C -11.2642 -9.0432 10.3191 0.007 0.007 -0.011
C -10.7064 -8.2617 9.3219 -0.002 -0.030 0.057
C -11.4726 -7.8846 8.2257 0.000 0.022 -0.021
C -10.8527 -7.0278 7.1723 -0.028 0.008 -0.051
O -9.6929 -6.6839 7.2407 0.043 -0.011 0.092
H -13.8639 -5.5303 3.0142 0.002 0.003 -0.002
H -11.5391 -4.7160 3.2345 0.001 -0.005 -0.006
H -10.1577 -5.4200 5.1740 0.003 -0.008 0.024
H -14.8188 -7.0274 4.7501 -0.001 -0.010 0.028
H -14.3866 -9.3995 9.0402 -0.003 0.010 -0.029
H -13.0248 -10.0602 11.0090 0.004 -0.004 0.001
H -10.6665 -9.3353 11.1727 -0.003 0.000 0.004
H -9.6776 -7.9333 9.3765 -0.002 0.018 -0.024
```
Positions in Å, forces in eV/Å.

The gap between HOMO and LUMO is 8.3 eV. Its molar mass is 1323.103 g mol⁻¹. As for the total charge: 0. Its SMILES is C[C@@H](Br)[C@@H](Br)[C@@]1(N)OS(=O)(=O)O[C@@]1(CCCS)c1ccccn1.O=C1c2ccccc2C(=O)c2ccccc21.O=C1c2ccccc2C(=O)c2ccccc21.O=C1c2ccccc2C(=O)c2ccccc21.O=C1c2ccccc2C(=O)c2ccccc21. The total energy comes out at -261671.63577 eV. The LUMO energy is -0.04086 hartree. The max |F| comes out at 1.21 eV/Å.